Run A
One molecule with the formula C4H7NO, computed with wB97M-V/def2-TZVPD.

The calculation puts the molecular weight at 85.11 g/mol. The spin multiplicity is 1. Its SMILES is CN/C=C\C=O. Its HOMO-LUMO gap is 9.23 eV. Its HOMO energy is -8.5 eV. The LUMO energy comes out at 0.0280 Eh.

```
13
C4H7NO | the OMol25 dataset | wB97M-V/def2-TZVPD
C 2.086 -0.502 0.038
C -0.021 0.793 -0.017
C -1.397 0.909 -0.012
C -2.183 -0.257 0.053
H 2.465 0.525 -0.562
H 2.461 -0.509 1.215
H 2.325 -1.541 -0.573
H 0.008 -1.183 -0.078
H 0.585 1.717 -0.109
H -1.836 1.909 -0.008
H -3.300 -0.039 0.124
N 0.620 -0.378 -0.036
O -1.813 -1.446 -0.036
```

---

Run B
One molecule with the formula C4H7NO, computed with wB97M-V/def2-TZVPD.

The calculation puts the molecular weight at 85.11 g/mol. The spin multiplicity is 1. Its HOMO-LUMO gap is 8.08 eV. Its HOMO energy is -7.8 eV. The LUMO energy comes out at 0.0115 Eh.

```
13
C4H7NO | the OMol25 dataset | wB97M-V/def2-TZVPD
C 0.343 -0.112 1.844
C 0.628 -0.077 0.371
C -0.606 0.974 -1.537
O -0.786 0.200 -0.324
C 1.042 -1.277 -0.262
N 1.375 -2.210 -0.883
H 0.032 0.873 2.206
H -0.398 -0.858 2.176
H 1.290 -0.352 2.341
H -1.590 1.120 -1.989
H 0.077 0.444 -2.204
H -0.166 1.911 -1.208
H -1.242 -0.638 -0.531
```

---

Which is most stable, and by how much? run A, by 51.9 kcal/mol.

---

Run A
A 4-piece molecular cluster, C2H12N2O3 overall, computed with wB97M-V/def2-TZVPD.

The calculation puts the molecular weight at 112.13 g/mol. The spin multiplicity is 1. Its SMILES is N/C=C\N.O.O.O. Its HOMO-LUMO gap is 7.82 eV. Its HOMO energy is -7.4 eV. The LUMO energy comes out at 0.0145 Eh.

```
19
C2H12N2O3 | the OMol25 dataset | wB97M-V/def2-TZVPD
C -3.950 -0.685 -1.279
C -2.653 -0.586 -1.527
N -1.592 -0.592 -0.612
N -4.542 -0.692 -0.001
H -4.652 -0.598 -2.092
H -2.375 -0.414 -2.568
H -0.680 -0.708 -1.016
H -1.879 -1.071 0.222
H -4.100 -0.289 0.800
H -5.223 -1.403 0.212
H 0.802 -2.718 4.229
H 1.152 -3.154 5.606
O 0.562 -3.391 4.881
H 5.554 3.758 -0.097
H 6.423 2.730 -0.585
O 6.103 3.040 0.276
H 4.098 2.172 -2.781
H 3.197 1.948 -1.657
O 3.755 2.655 -2.010
```

---

Run B
A 4-piece molecular cluster, C2H12N2O3 overall, computed with wB97M-V/def2-TZVPD.

The calculation puts the molecular weight at 112.13 g/mol. The spin multiplicity is 1. Its SMILES is N/C=C/N.O.O.O. Its HOMO-LUMO gap is 7.65 eV. Its HOMO energy is -6.8 eV. The LUMO energy comes out at 0.0306 Eh.

```
19
C2H12N2O3 | the OMol25 dataset | wB97M-V/def2-TZVPD
C 0.346 1.613 0.320
C 0.441 1.799 1.664
N -0.069 2.979 2.314
N 0.792 0.427 -0.423
H 0.129 2.525 -0.278
H 1.153 1.260 2.278
H -0.239 2.774 3.319
H -0.691 3.510 1.819
H 1.229 -0.280 0.112
H 1.210 0.320 -1.309
H 2.823 -4.294 -0.498
H 3.542 -3.027 0.071
O 3.047 -3.296 -0.754
H -1.818 -1.100 0.651
H -1.631 -1.731 2.089
O -1.254 -1.615 1.162
H -2.646 -0.032 -4.488
H -3.376 -1.283 -4.292
O -2.989 -0.550 -3.755
```

---

Which is most stable, and by how much? run A, by 23.7 kcal/mol.

---

Run A
A 4-piece molecular cluster, C2H12N2O3 overall, computed with wB97M-V/def2-TZVPD.

The calculation puts the molecular weight at 112.13 g/mol. The spin multiplicity is 1. Its SMILES is N/C=C/N.O.O.O. Its HOMO-LUMO gap is 7.70 eV. Its HOMO energy is -7.0 eV. The LUMO energy comes out at 0.0239 Eh.

```
19
C2H12N2O3 | the OMol25 dataset | wB97M-V/def2-TZVPD
C 0.644 1.475 0.546
C 0.512 2.069 1.736
N 0.821 3.425 1.945
N 0.561 0.061 0.432
H 1.014 2.103 -0.258
H 0.123 1.600 2.621
H 0.181 3.937 2.540
H 1.174 3.891 1.132
H 1.058 -0.275 -0.380
H -0.359 -0.364 0.395
H 1.878 -4.636 -1.086
H 3.144 -4.744 -0.266
O 2.752 -4.224 -0.988
H -2.523 -1.865 1.544
H -1.219 -1.912 2.431
O -1.580 -1.675 1.567
H -2.811 0.711 -5.367
H -2.916 0.280 -3.858
O -2.453 0.141 -4.686
```

---

Run B
A 4-piece molecular cluster, C2H12N2O3 overall, computed with wB97M-V/def2-TZVPD.

The calculation puts the molecular weight at 112.13 g/mol. The spin multiplicity is 1. Its SMILES is C/N=C\N.O.O.O. Its HOMO-LUMO gap is 9.57 eV. Its HOMO energy is -9.2 eV. The LUMO energy comes out at 0.0145 Eh.

```
19
C2H12N2O3 | the OMol25 dataset | wB97M-V/def2-TZVPD
C 2.759 0.077 2.188
N 1.000 -2.072 2.148
C 0.674 -0.818 1.720
N 1.433 0.189 1.661
H 3.376 0.964 2.047
H 3.444 -0.651 1.714
H 2.718 -0.223 3.235
H 1.962 -2.277 2.350
H 0.343 -2.803 2.342
H -0.354 -0.709 1.391
H -1.903 -1.079 -2.750
H -1.971 -0.416 -1.348
O -2.388 -1.057 -1.926
H -3.397 1.138 -2.259
H -3.001 2.267 -1.326
O -3.484 1.432 -1.345
H 0.180 2.502 -3.438
H -0.810 1.592 -2.768
O -0.580 1.943 -3.633
```

---

Which is most stable, and by how much? run B, by 10.5 kcal/mol.

---

Run A
A 9-piece molecular cluster, BrH16O8 overall, computed with wB97M-V/def2-TZVPD.

The calculation puts the molecular weight at 224.02 g/mol. Its charge is -1. The spin multiplicity is 1. Its HOMO-LUMO gap is 9.04 eV. Its HOMO energy is -6.1 eV. The LUMO energy comes out at 0.1088 Eh.

```
25
BrH16O8 | the OMol25 dataset | wB97M-V/def2-TZVPD
Br -33.225 -17.008 -3.782
O -34.016 -15.667 -6.744
H -33.164 -16.026 -6.948
H -34.115 -16.039 -5.857
O -33.704 -15.106 -0.900
H -33.837 -15.359 0.019
H -33.688 -15.876 -1.460
O -31.135 -15.242 -1.383
H -32.064 -14.898 -1.347
H -31.244 -16.174 -1.707
O -31.212 -15.857 -6.452
H -31.523 -15.897 -5.571
H -31.078 -14.939 -6.767
O -33.302 -13.520 -3.604
H -33.432 -14.471 -3.619
H -33.585 -13.348 -4.508
O -30.302 -17.750 -1.895
H -31.081 -18.206 -2.243
H -29.964 -18.135 -1.106
O -30.570 -18.575 -4.892
H -29.950 -17.848 -4.841
H -31.390 -18.102 -4.687
O -32.383 -19.737 -2.079
H -32.459 -19.525 -1.159
H -33.126 -19.328 -2.561
```

---

Run B
A 9-piece molecular cluster, BrH16O8 overall, computed with wB97M-V/def2-TZVPD.

The calculation puts the molecular weight at 224.02 g/mol. Its charge is -1. The spin multiplicity is 1. Its HOMO-LUMO gap is 9.48 eV. Its HOMO energy is -6.4 eV. The LUMO energy comes out at 0.1118 Eh.

```
25
BrH16O8 | the OMol25 dataset | wB97M-V/def2-TZVPD
Br -0.085 -0.218 -0.440
O -0.761 3.070 -1.056
H -0.473 2.141 -1.000
H -0.383 3.381 -1.883
O -2.754 1.634 1.209
H -2.031 1.339 0.631
H -3.079 0.818 1.600
O -1.629 -1.649 2.429
H -1.519 -1.314 1.525
H -2.575 -1.620 2.597
O 2.357 -1.142 1.915
H 1.959 -1.133 2.792
H 1.945 -0.392 1.464
O 2.952 1.072 -1.412
H 2.244 0.420 -1.263
H 3.527 0.667 -2.068
O 1.874 -2.482 -2.328
H 1.368 -1.936 -1.699
H 2.366 -1.843 -2.851
O 0.285 2.085 2.386
H -0.432 2.696 2.182
H 0.240 1.456 1.652
O -1.749 -2.746 -2.126
H -1.428 -2.090 -1.482
H -2.217 -2.214 -2.775
```

---

Which is most stable, and by how much? run B, by 7.6 kcal/mol.

---

Run A
An isolated ion of composition C3H9N2O and charge +1, computed with wB97M-V/def2-TZVPD.

The calculation puts the molecular weight at 89.12 g/mol. Its charge is +1. The spin multiplicity is 1. Its SMILES is CNC(=[NH2+])OC. Its HOMO-LUMO gap is 11.03 eV. Its HOMO energy is -14.9 eV. The LUMO energy comes out at -0.1439 Eh.

```
15
C3H9N2O | the OMol25 dataset | wB97M-V/def2-TZVPD
C -0.019 0.071 0.066
C -1.483 2.072 0.170
C 1.059 -2.181 -0.598
N -1.142 0.651 -0.057
N 1.032 0.340 0.767
O -0.005 -1.378 -0.949
H -0.913 2.512 1.052
H -1.237 2.544 -0.806
H -2.503 2.064 0.479
H 0.930 -3.204 -0.963
H 1.340 -2.227 0.471
H 1.961 -1.920 -1.173
H -1.819 0.332 -0.818
H 1.090 0.755 1.692
H 1.708 -0.431 0.666
```

---

Run B
An isolated ion of composition C3H9N2O and charge +1, computed with wB97M-V/def2-TZVPD.

The calculation puts the molecular weight at 89.12 g/mol. Its charge is +1. The spin multiplicity is 1. Its SMILES is C[C@H]([NH3+])C(N)=O. Its HOMO-LUMO gap is 11.16 eV. Its HOMO energy is -14.7 eV. The LUMO energy comes out at -0.1313 Eh.

```
15
C3H9N2O | the OMol25 dataset | wB97M-V/def2-TZVPD
N -1.774 -0.111 -0.409
C -0.237 -0.228 -0.719
C 0.061 1.094 -1.444
C 0.531 -0.378 0.660
N 1.854 -0.148 0.633
O -0.200 -0.399 1.704
H -2.422 -0.922 -0.771
H -2.211 0.740 -0.767
H -1.822 -0.298 0.560
H -0.093 -1.235 -1.261
H 1.216 1.254 -1.566
H -0.348 1.956 -0.915
H -0.283 1.117 -2.485
H 2.568 -0.457 1.336
H 2.310 -0.081 -0.314
```

---

Run C
An isolated ion of composition C3H9N2O and charge +1, computed with wB97M-V/def2-TZVPD.

The calculation puts the molecular weight at 89.12 g/mol. Its charge is +1. The spin multiplicity is 1. Its SMILES is NC[C@H]([NH3+])C=O. Its HOMO-LUMO gap is 10.90 eV. Its HOMO energy is -14.3 eV. The LUMO energy comes out at -0.1241 Eh.

```
15
C3H9N2O | the OMol25 dataset | wB97M-V/def2-TZVPD
C 2.079 -0.258 -0.363
C -0.229 0.659 -0.919
C 0.568 -0.419 -0.153
N -1.554 0.443 -0.435
N 0.199 -0.323 1.267
O 2.763 -0.039 0.605
H 2.372 -0.234 -1.362
H -0.006 0.426 -1.941
H 0.048 1.691 -0.663
H 0.438 -1.393 -0.530
H -2.190 -0.266 -0.657
H -2.124 1.223 -0.144
H 0.645 0.568 1.592
H 0.223 -1.120 1.806
H -0.779 -0.090 1.202
```

---

Run D
An isolated ion of composition C3H9N2O and charge +1, computed with wB97M-V/def2-TZVPD.

The calculation puts the molecular weight at 89.12 g/mol. Its charge is +1. The spin multiplicity is 1. Its SMILES is C=[N+](C)OCN. Its HOMO-LUMO gap is 11.05 eV. Its HOMO energy is -15.2 eV. The LUMO energy comes out at -0.1537 Eh.

```
15
C3H9N2O | the OMol25 dataset | wB97M-V/def2-TZVPD
C 1.143 -1.653 -1.151
C 0.495 0.546 -1.508
C -0.875 0.523 1.290
N 0.477 -0.690 -0.713
N -0.843 0.312 2.606
O 0.052 -0.612 0.546
H 1.660 -1.505 -2.073
H -0.542 0.977 -1.480
H 0.741 0.513 -2.617
H 1.160 1.187 -1.094
H -1.786 0.550 0.677
H 1.307 -2.536 -0.674
H -0.231 1.327 1.020
H -1.239 -0.555 2.965
H 0.039 0.452 2.918
```

---

Which is most stable, and by how much? run B, by 21.1 kcal/mol.

---

Run A
C3H9N2O as an isolated structure, computed with wB97M-V/def2-TZVPD.

The calculation puts the molecular weight at 89.12 g/mol. Its charge is +1. The spin multiplicity is 1. Its HOMO-LUMO gap is 8.86 eV. Its HOMO energy is -13.3 eV. The LUMO energy comes out at -0.1625 Eh.

```
15
C3H9N2O | the OMol25 dataset | wB97M-V/def2-TZVPD
C -0.403 1.600 0.159
C 0.849 -1.411 0.714
C -0.274 0.481 -0.698
N -1.764 -0.594 -0.252
N 0.851 -0.543 -0.605
O -2.361 0.018 0.517
H -0.420 1.339 1.207
H 0.380 2.418 -0.005
H -1.364 2.174 -0.199
H 0.913 -0.797 1.649
H -0.042 -2.027 0.750
H 1.677 -2.188 0.661
H -0.472 0.733 -1.704
H 0.724 -1.175 -1.418
H 1.707 -0.027 -0.778
```

---

Run B
An isolated ion of composition C3H9N2O and charge +1, computed with wB97M-V/def2-TZVPD.

The calculation puts the molecular weight at 89.12 g/mol. Its charge is +1. The spin multiplicity is 1. Its SMILES is C=[N+](O)CCN. Its HOMO-LUMO gap is 8.80 eV. Its HOMO energy is -13.5 eV. The LUMO energy comes out at -0.1732 Eh.

```
15
C3H9N2O | the OMol25 dataset | wB97M-V/def2-TZVPD
C 2.034 -0.238 -0.628
C 0.166 -0.691 0.776
C -1.249 -0.462 -0.291
N 1.153 0.129 0.228
N -1.648 0.829 -0.160
O 1.059 1.498 0.335
H 2.766 0.501 -0.982
H 2.013 -1.324 -0.732
H -0.188 -0.511 1.760
H 0.269 -1.766 0.553
H -1.751 -1.207 0.164
H -0.845 -0.800 -1.232
H -1.631 1.363 -1.023
H 0.434 1.662 1.029
H -2.582 1.015 0.203
```

---

Which is most stable, and by how much? run B, by 8.7 kcal/mol.